# 1
This record from the OMol25 dataset describes C4H6O2 in the gas phase. The level of theory is wB97M-V/def2-TZVPD.

Values from the calculation:
- E_HOMO (eV) = -9.67
- structure (SMILES) = O=CCCC=O
- gap between HOMO and LUMO (Ha) = 0.387

CARTESIAN COORDINATES (ANGSTROEM)
O -0.88488 -0.33949 -1.55512
C -1.24041 -0.68120 -0.44890
C -0.45757 -0.47389 0.81932
C 0.36424 0.73492 0.43788
C 1.29150 0.35648 -0.74521
O 1.89119 -0.68677 -0.87093
H -2.24421 -1.08122 -0.34192
H 0.18671 -1.32932 1.05941
H -1.16176 -0.34399 1.65319
H -0.32284 1.56710 0.20781
H 1.04064 1.09474 1.20926
H 1.53740 1.18264 -1.42479

Atoms 1-3, force components in eV/Å:
O -0.131 -0.054 0.590
C -0.545 -0.413 -0.610
C 0.063 0.132 -0.237

---

# 2
This record from the OMol25 dataset describes C4H6O2 in the gas phase. The level of theory is wB97M-V/def2-TZVPD.

Values from the calculation:
- E_HOMO (eV) = -9.01
- structure (SMILES) = C=C(O)[C@H]1CO1
- gap between HOMO and LUMO (Ha) = 0.364

CARTESIAN COORDINATES (ANGSTROEM)
C -1.29884 -0.23212 -0.88736
C -0.68209 -0.29652 0.29184
O -1.04559 -1.17149 1.27113
C 0.52410 0.49727 0.66812
C 1.69478 0.44350 -0.21958
O 0.84640 1.57790 -0.18643
H -1.09297 0.55799 -1.59597
H -2.00238 -1.01258 -1.16531
H -1.93513 -1.46893 1.03520
H 0.67952 0.67453 1.73320
H 1.61379 -0.16152 -1.12217
H 2.69839 0.59197 0.17734

Atoms 1-3, force components in eV/Å:
C 0.072 -0.018 0.060
C 0.015 0.179 -0.352
O -0.117 -0.065 -0.015

---

# 3
This record from the OMol25 dataset describes C4H6O2 as an isolated structure. The level of theory is wB97M-V/def2-TZVPD.

Values from the calculation:
- E_HOMO (eV) = -8.97
- gap between HOMO and LUMO (Ha) = 0.363

CARTESIAN COORDINATES (ANGSTROEM)
C -1.17810 0.14003 2.43686
O -1.40105 1.27848 2.09869
C -0.15622 0.47746 -0.63857
C 0.49644 0.52580 -1.79972
C 1.16493 -0.75687 -1.37856
O 0.38634 -0.69843 -0.14068
H -1.17435 -0.15222 3.50372
H -0.95926 -0.65863 1.70609
H -0.87355 1.03918 -0.04807
H 0.54224 1.18507 -2.65169
H 2.23346 -0.71673 -1.14956
H 0.91911 -1.66314 -1.93851

Atoms 1-3, force components in eV/Å:
C -0.084 0.345 -0.043
O 0.058 -0.519 0.228
C -0.119 0.245 -0.058

---

# 4
This record from the OMol25 dataset describes C4H6O2 in the gas phase. The level of theory is wB97M-V/def2-TZVPD.

Values from the calculation:
- E_HOMO (eV) = -9.85
- structure (SMILES) = O=CC1(O)CC1
- gap between HOMO and LUMO (Ha) = 0.390

CARTESIAN COORDINATES (ANGSTROEM)
O -1.66531 -1.02949 1.69242
C -1.17504 -0.81684 0.61934
C -0.42123 0.33290 0.04223
O -1.01685 0.74335 -1.15887
C 0.82828 1.09094 0.35747
C 0.91687 -0.34819 -0.13451
H -1.04116 -1.61760 -0.20586
H -0.61076 0.27539 -1.90045
H 1.17476 1.23247 1.38212
H 0.96577 1.96297 -0.27535
H 1.18767 -1.00111 0.69183
H 0.78574 -0.96845 -1.03878

Atoms 1-3, force components in eV/Å:
O 0.293 0.158 -0.335
C -0.332 -0.565 0.153
C -0.050 -0.182 0.196

---

# 5
This record from the OMol25 dataset describes C4H6O2 in the gas phase. The level of theory is wB97M-V/def2-TZVPD.

Values from the calculation:
- E_HOMO (eV) = -8.93
- structure (SMILES) = C[C@]12O[C@H]1[C@@H]2O
- gap between HOMO and LUMO (Ha) = 0.363

CARTESIAN COORDINATES (ANGSTROEM)
C 1.46606 0.34089 0.35478
C 0.26034 -0.11525 -0.37604
O 0.22905 -1.12875 -1.40674
C -0.94343 -0.37337 -1.11768
C -0.97861 -0.51246 0.35839
O -1.51674 0.64069 0.93342
H 1.13681 0.83246 1.27750
H 1.92121 -0.61690 0.64489
H 2.20350 0.95052 -0.16313
H -1.62613 0.05897 -1.83240
H -1.01674 -1.39824 0.98454
H -1.13532 1.32144 0.34248

Atoms 1-3, force components in eV/Å:
C 0.163 0.138 -0.122
C 0.373 -0.476 0.541
O -0.003 -0.702 0.154

---

# 6
This record from the OMol25 dataset describes C4H6O2 as an isolated structure. The level of theory is wB97M-V/def2-TZVPD.

Values from the calculation:
- E_HOMO (alpha / beta) (eV) = -6.91 / -6.89
- gap between HOMO and LUMO (alpha / beta) (Ha) = 0.272 / 0.272

CARTESIAN COORDINATES (ANGSTROEM)
O -1.73211 0.90138 -0.01705
C -1.25402 -0.37068 -0.04745
C 0.78644 0.21411 -0.90541
C 0.09582 -0.62140 0.04983
C 1.36850 0.10366 1.45976
O 2.04203 0.71292 0.63942
H -2.64497 0.90843 -0.32760
H -2.00429 -1.15953 0.01610
H 1.39400 -0.24231 -1.68230
H 0.38391 1.19647 -1.12134
H 0.35278 -1.67788 0.06434
H 1.75020 0.18111 2.50348

Atoms 1-3, force components in eV/Å:
O -0.160 -0.031 -0.034
C 0.083 -0.156 -0.036
C -0.117 -0.028 -0.164

---

Listing largest force on an atom for the structures above in their given order: 0.926; 0.396; 0.570; 1.825; 0.866; 0.556 eV/A.
Listing relative energy (zero: lowest compared OMol25 entry of this formula, charge and spin) for the structures above in their given order: 1.332; 2.285; 3.373; 3.386; 4.449; 6.043 eV.
Listing energy for the structures above in their given order: -8339.12887; -8338.17636; -8337.08816; -8337.07543; -8336.01224; -8334.41857 eV.